No. 1
Density functional theory data (ωB97M-V/def2-TZVPD) for the ion C4H11NPS with charge +1 in a non-equilibrium geometry.

Computed properties:
* orbital gap: 0.337 Ha
* SMILES string: [H]/P=C(/C)[C@@H]([NH3+])CS

ORCA input file:
```
! RIJCOSX wB97M-V def2-TZVPD def2/J DEFGRID3
* xyz 1 1
C -0.63958 -0.93549 -0.16356
C 0.01103 -1.20152 -1.55068
C 0.07604 1.46158 0.15113
C 0.09590 0.07616 0.78259
N 1.54711 -0.42425 0.85297
P -2.11708 -1.57483 0.22008
S -1.69305 1.78798 -0.29697
H 1.01467 -1.54707 -1.43007
H -0.74185 -1.81569 -2.04828
H 0.07924 -0.14399 -2.12038
H 0.79647 1.29086 -0.72559
H 0.39031 2.33503 0.71867
H -0.40145 -0.01105 1.85862
H 1.78627 -0.30412 -0.11880
H 1.47700 -1.47800 0.89127
H 2.14806 0.08477 1.60073
H -2.08060 -0.76553 1.43416
H -1.74850 3.16517 -0.05588
*
```

No. 2
Density functional theory data (ωB97M-V/def2-TZVPD) for the ion C5H8N3O2 with charge -1 in a non-equilibrium geometry.

Computed properties:
* orbital gap: 0.269 Ha
* SMILES string: CN(C)/N=C(\[O-])NC=C=O

ORCA input file:
```
! RIJCOSX wB97M-V def2-TZVPD def2/J DEFGRID3
* xyz -1 1
C 2.73614 0.56612 -0.06598
C 2.42884 -0.69985 -0.01737
C 0.41348 1.16538 0.20019
C -1.49770 -0.92279 -1.09103
C -1.82547 -0.35765 1.19331
N 1.78368 1.61255 0.15013
N 0.37262 -0.18064 0.15254
N -0.84444 -0.85713 0.24453
O 2.49862 -1.88502 -0.09028
O -0.49250 2.00561 0.23407
H 3.80412 0.84572 -0.11085
H -2.41588 -1.40322 -1.10669
H -1.53653 0.16856 -1.45181
H -0.94098 -1.38568 -1.90058
H -2.69296 -1.00015 0.80241
H -1.64648 -0.67971 2.20782
H -2.08917 0.62336 1.07783
H 1.94459 2.38452 -0.42826
*
```

No. 3
Density functional theory data (ωB97M-V/def2-TZVPD) for a cluster of 2 separate species, C19H20BFO6 in total in a non-equilibrium geometry.

Computed properties:
* orbital gap: 0.310 Ha
* SMILES string: CC(=O)OB(OC(C)=O)OC(C)=O.Fc1cccc(Cc2ccccc2)c1

ORCA input file:
```
! RIJCOSX wB97M-V def2-TZVPD def2/J DEFGRID3
* xyz 0 1
F 3.58296 4.23415 1.68616
C 3.13887 2.94692 1.51619
C 4.09842 1.93883 1.65580
C 3.70483 0.62435 1.37853
C 2.39770 0.36584 1.00548
C 1.45113 1.38331 0.92452
C 0.04792 0.86923 0.69181
C -1.10597 1.75785 1.19713
C -2.39423 1.44948 0.77383
C -3.51456 2.15680 1.20683
C -3.36049 3.20349 2.11981
C -2.09256 3.46650 2.66593
C -0.98262 2.73572 2.21116
C 1.83283 2.70746 1.07839
H 5.12824 2.14733 1.94226
H 4.40509 -0.20340 1.48539
H 2.10306 -0.65351 0.77537
H -0.11757 -0.11209 1.20283
H -2.51898 0.61399 0.10689
H -4.50106 1.91612 0.80895
H -4.21591 3.81977 2.42637
H -2.02337 4.26186 3.42118
H -0.03735 2.96869 2.68239
H 1.17004 3.53679 0.96700
C 2.74183 -2.61802 -3.14708
C 2.05053 -2.06924 -1.94638
O 0.79267 -1.58299 -2.26063
B -0.23435 -1.82223 -1.37662
H -0.00538 0.51171 -0.32994
O -1.48314 -1.40439 -1.75457
C -1.66579 -0.71992 -2.96452
C -2.69142 -1.45720 -3.78005
O -1.15052 0.34147 -3.20021
O 0.00415 -2.25473 -0.11671
C -1.05283 -2.42663 0.76033
C -0.99852 -3.74667 1.42965
O -1.89230 -1.57709 0.98183
O 2.52823 -1.99776 -0.83239
H 2.06030 -2.75233 -3.95782
H 3.52793 -1.93245 -3.39240
H 3.21289 -3.55519 -2.91523
H -3.28136 -2.09203 -3.12693
H -3.33108 -0.74244 -4.28665
H -2.26709 -2.07819 -4.56827
H -0.07824 -4.27987 1.28496
H -1.15369 -3.53923 2.48110
H -1.82925 -4.34006 1.08832
*
```

No. 4
Density functional theory data (ωB97M-V/def2-TZVPD) for a cluster of 2 separate species, CH2FNO in total in a non-equilibrium geometry.

Computed properties:
* orbital gap (spin up / spin down): 0.362 / 0.359 Ha

ORCA input file:
```
! RIJCOSX wB97M-V def2-TZVPD def2/J DEFGRID3
* xyz 0 1
C -0.32397 -0.97995 0.52622
N 0.32347 2.19166 -1.11826
O -0.72823 -0.26586 -0.40228
F 1.40587 1.61805 -1.01592
H 0.23025 -0.68989 1.35190
H -0.90740 -1.87400 0.65833
*
```

No. 5
Density functional theory data (ωB97M-V/def2-TZVPD) for a cluster of 2 separate species, C50H45N4S in total in a non-equilibrium geometry.

Computed properties:
* orbital gap: 0.146 Ha

ORCA input file:
```
! RIJCOSX wB97M-V def2-TZVPD def2/J DEFGRID3
* xyz 1 1
C -4.75473 -5.96917 -3.60587
C -4.59352 -5.28296 -2.42047
C -3.69019 -4.24188 -2.34386
C -2.93048 -3.87188 -3.44520
C -1.95263 -2.71528 -3.31289
C -2.56954 -1.37065 -3.66098
C -2.15088 -0.23141 -2.98827
C -2.71600 0.99899 -3.25632
C -3.70820 1.11012 -4.20741
C -4.12819 -0.01134 -4.89291
C -3.55999 -1.24198 -4.62416
C -0.58410 -2.94731 -4.02659
C 0.01066 -4.33124 -3.67916
C 1.39698 -4.50290 -4.30167
N 2.21013 -3.32416 -3.98792
C 3.62789 -3.34056 -3.87518
C 4.13467 -2.07350 -3.57785
C 5.49669 -1.88083 -3.45462
C 6.35654 -2.95035 -3.61169
C 5.85855 -4.21196 -3.89136
C 4.50145 -4.41742 -4.02742
S 2.82155 -0.89476 -3.40507
C 1.56889 -2.10943 -3.73502
N 0.29928 -1.87480 -3.73096
C -3.11550 -4.56018 -4.63635
C -4.01641 -5.60573 -4.71383
H -5.46113 -6.78194 -3.66681
H -5.17377 -5.55918 -1.55425
H -3.56161 -3.70603 -1.41791
H -1.69921 -2.65990 -2.24296
H -1.37013 -0.32250 -2.25163
H -2.38340 1.87251 -2.71986
H -4.15147 2.07129 -4.41413
H -4.90384 0.07725 -5.63627
H -3.89300 -2.11963 -5.15143
H -0.75500 -2.90703 -5.11370
H 0.08768 -4.40978 -2.58950
H -0.67266 -5.13387 -3.98189
H 1.91244 -5.39779 -3.93627
H 1.33587 -4.58575 -5.39255
H 5.87549 -0.89926 -3.24046
H 7.41959 -2.80724 -3.51414
H 6.53771 -5.04001 -4.00380
H 4.11219 -5.39536 -4.24828
H -2.53818 -4.27987 -5.50142
H -4.14226 -6.14304 -5.64026
C -1.50531 -2.25978 6.45442
N -2.38628 -1.24340 5.85275
C -3.15773 -0.46802 6.80500
C -2.50442 0.39193 7.69170
C -3.21568 1.15673 8.58832
C -4.59385 1.07518 8.62772
C -5.25660 0.21941 7.76782
C -4.55086 -0.54689 6.86436
C -1.87623 -0.60536 4.65827
C -2.49924 -0.70123 3.40287
C -1.96175 -0.08734 2.29862
C -0.76657 0.67495 2.36415
C -0.28752 1.30393 1.18143
C 0.78645 2.20647 0.95129
C 1.02160 2.67804 -0.36647
C 2.03535 3.55697 -0.65808
C 2.90185 4.02032 0.34634
N 4.00050 4.93026 0.10048
C 5.34774 4.36036 0.27802
C 3.87147 6.32273 0.48622
C 4.04089 6.69847 1.82144
C 3.88007 8.00880 2.21297
C 3.56439 8.97705 1.27997
C 3.41618 8.62784 -0.04919
C 3.56545 7.31596 -0.44678
C 2.67411 3.57035 1.65229
C 1.65125 2.71347 1.94750
C -0.14400 0.73151 3.63283
C -0.68340 0.12375 4.73271
H -0.91178 -2.74892 5.68479
H -0.82665 -1.80687 7.17528
H -2.09232 -3.01482 6.97187
H -1.43051 0.45481 7.66054
H -2.69961 1.82637 9.25668
H -5.15284 1.67770 9.32546
H -6.33137 0.15358 7.80065
H -5.05828 -1.21922 6.19375
H -3.40406 -1.28155 3.32552
H -2.45800 -0.18788 1.34864
H -0.85667 1.06624 0.29692
H 0.37946 2.33599 -1.15984
H 2.19244 3.90302 -1.66649
H 6.10667 5.13064 0.16046
H 5.45569 3.92813 1.27152
H 5.53011 3.58162 -0.45883
H 4.29718 5.94581 2.54656
H 3.99261 8.28165 3.24947
H 3.43452 10.00293 1.58527
H 3.17844 9.38385 -0.77884
H 3.45331 7.03457 -1.47996
H 3.33031 3.92093 2.43107
H 1.49889 2.46456 2.97383
H 0.80461 1.20715 3.75001
H -0.18825 0.18696 5.68718
*
```

No. 6
Density functional theory data (ωB97M-V/def2-TZVPD) for a cluster of 2 separate species, C5H15NO2S in total in a non-equilibrium geometry.

Computed properties:
* orbital gap (spin up / spin down): 0.363 / 0.168 Ha
* ⟨S²⟩: 0.755

ORCA input file:
```
! RIJCOSX wB97M-V def2-TZVPD def2/J DEFGRID3
* xyz 1 2
C -0.49581 0.11379 -0.49061
N -1.19426 -0.47569 -1.57907
C -1.82784 -1.77708 -1.33322
O -0.99139 -2.81668 -1.76673
C 0.91091 -0.43793 -0.09859
C 1.21500 -0.70435 1.40810
C 0.93747 0.40871 2.39511
S 0.29965 2.08713 1.96928
H -0.06159 1.09515 -0.87062
H -1.30795 0.21502 0.25515
H -0.72646 -0.63820 -2.48144
H -2.03752 -2.01563 -0.29455
H -2.76014 -1.78712 -1.91613
H -0.26476 -3.03194 -1.16817
H 1.05056 -1.31130 -0.78682
H 1.81280 0.08355 -0.50463
H 0.91509 -1.68090 1.75598
H 2.33330 -0.77984 1.34226
H 0.05591 0.00926 2.95900
H 1.68007 0.55174 3.21811
H 1.54873 2.59829 1.69113
H 0.03581 3.03366 -0.67663
H -0.73988 3.45882 -1.92761
O -0.38768 3.80155 -1.09930
*
```

No. 7
Density functional theory data (ωB97M-V/def2-TZVPD) for a structure of composition C27H26CsN7OS3 in a non-equilibrium geometry.

Computed properties:
* orbital gap: 0.277 Ha

ORCA input file:
```
! RIJCOSX wB97M-V def2-TZVPD def2/J DEFGRID3
* xyz 0 1
Cs 0.93337 0.98134 0.61841
O 0.35397 -3.57303 -0.71976
C 0.70064 -2.38634 -0.51196
N -0.06163 -1.37359 -0.12635
C -1.41687 -1.82985 0.11548
C -2.37825 -0.77023 0.61525
C -3.72298 -1.12452 0.78159
C -4.62998 -0.18874 1.23008
C -4.18715 1.10125 1.50721
C -2.85065 1.37455 1.30757
N -1.95829 0.47054 0.87640
C 2.19306 -2.08625 -0.72952
C 3.01364 -3.14568 -1.11032
C 4.36575 -2.91952 -1.29755
C 4.87051 -1.64354 -1.09007
C 3.98799 -0.65387 -0.69759
N 2.67988 -0.85739 -0.51632
H -1.43330 -2.65656 0.84047
H -1.86109 -2.28733 -0.77690
H -4.03236 -2.13791 0.55157
H -5.67170 -0.45392 1.36424
H -4.86062 1.87111 1.85888
H -2.46042 2.36980 1.50248
H 2.55350 -4.11347 -1.24642
H 5.02217 -3.72768 -1.59869
H 5.92006 -1.41678 -1.22406
H 4.34631 0.35684 -0.51886
C 1.77206 5.14478 -0.22239
C 2.11590 4.88531 1.21503
N 1.94996 3.74210 1.80746
C 2.34311 3.79667 3.13437
C 2.81288 5.00253 3.53881
S 2.76977 6.10911 2.23940
C 2.22543 2.57949 3.97343
C 2.56673 2.46750 5.28305
S 2.26117 0.87735 5.82544
C 1.68992 0.44306 4.26417
N 1.72806 1.42161 3.40927
C 1.19721 -0.94034 3.93479
H 1.36712 4.23675 -0.66687
H 2.65155 5.45169 -0.78951
H 1.02369 5.93296 -0.31134
H 3.17570 5.29087 4.51378
H 2.97420 3.22014 5.94092
H 1.25077 -1.60322 4.79633
H 1.79386 -1.37300 3.12966
H 0.16166 -0.90018 3.59252
N -2.29415 1.05609 -2.26760
C -1.03905 0.77697 -2.68040
S 0.21994 1.89296 -2.54748
N -0.82771 -0.42271 -3.25861
C -1.75332 -1.47033 -3.50675
C -3.04411 -1.22966 -3.96428
C -3.89678 -2.30166 -4.19895
C -3.46826 -3.60583 -4.00148
C -2.16603 -3.83600 -3.57270
C -1.31085 -2.77692 -3.32797
H -2.35376 1.87304 -1.68377
H -2.90973 0.29246 -2.02434
H 0.15132 -0.64343 -3.35080
H -3.37659 -0.21915 -4.16386
H -4.90113 -2.10711 -4.55356
H -4.13905 -4.43558 -4.18330
H -1.81650 -4.84501 -3.39646
H -0.32054 -2.96255 -2.93123
*
```

No. 8
Density functional theory data (ωB97M-V/def2-TZVPD) for a cluster of 2 separate species, C3H7BrN2 in total in a non-equilibrium geometry.

Computed properties:
* orbital gap (spin up / spin down): 0.282 / 0.266 Ha

ORCA input file:
```
! RIJCOSX wB97M-V def2-TZVPD def2/J DEFGRID3
* xyz 0 1
C -0.42779 -1.49554 -0.79203
C 1.52758 0.87679 -0.75528
C -0.38964 -0.21562 -0.05154
N -1.63092 1.77570 0.01536
N -1.39433 0.58568 -0.12557
Br 3.00259 0.15463 0.07352
H -1.33865 -2.07914 -0.43670
H -0.68310 -1.37240 -1.85159
H 0.54072 -1.96796 -0.72549
H 1.79459 1.04239 -1.79058
H 1.19445 1.75608 -0.19307
H 0.31504 -0.04919 0.87522
H -2.67787 1.86682 -0.11950
*
```

No. 9
Density functional theory data (ωB97M-V/def2-TZVPD) for a structure of composition C14H26HfINO3P2 in a non-equilibrium geometry.

Computed properties:
* orbital gap (spin up / spin down): 0.268 / 0.282 Ha
* ⟨S²⟩: 0.753

ORCA input file:
```
! RIJCOSX wB97M-V def2-TZVPD def2/J DEFGRID3
* xyz 3 2
C 1.02061 2.28820 -4.36025
C 0.58671 1.19741 -3.42022
H 0.90111 1.89415 -5.37479
H 2.06219 2.57598 -4.17480
H 0.41332 3.19003 -4.21995
O 0.17745 0.08904 -3.70655
I 1.20553 3.08265 1.17166
Hf 0.36109 0.89099 -0.21385
P -2.15011 1.33108 -0.61799
C -3.19706 -0.13188 -0.32117
C -2.81272 2.47945 0.63902
H -3.82881 2.81065 0.35343
H -3.84987 2.34423 -2.02289
H -2.12518 3.33551 0.72855
H -2.17300 2.84622 -2.48118
H -3.08080 -0.46556 0.72067
H -2.85027 1.95424 1.60692
C -2.80843 2.00175 -2.16825
H -4.25248 0.11234 -0.52313
H -2.78244 1.21422 -2.93723
H -2.87019 -0.93342 -0.99310
P 2.53782 -0.50339 -0.51948
C 2.29197 -2.29367 -0.36392
C 3.54332 -0.30503 -1.99371
H 3.82068 0.92502 0.93200
H 4.64216 -0.65583 0.64823
H 3.22634 -0.53022 1.75871
C 3.67894 -0.15766 0.83289
H 3.58070 0.76212 -2.24074
H 4.55578 -0.68400 -1.80690
H 3.26078 -2.80849 -0.43250
H 1.62310 -2.65462 -1.15152
H 3.08168 -0.86307 -2.81333
H 1.82970 -2.50781 0.60622
C -0.38161 -0.96447 -1.35536
O -0.75434 -2.00023 -1.73851
O -0.06679 -0.09201 1.35142
N -0.35914 -0.83229 2.46461
C 0.52712 -1.74090 2.93640
C 0.14438 -2.56136 3.99899
C -1.09899 -2.40243 4.60135
C -1.94250 -1.39953 4.12580
C -1.54900 -0.60575 3.04406
H 1.47822 -1.79956 2.40950
H 0.82682 -3.34562 4.34782
H -1.39651 -3.06049 5.42945
H -2.90035 -1.22970 4.61139
H -2.14694 0.20369 2.63222
*
```

No. 10
Density functional theory data (ωB97M-V/def2-TZVPD) for a structure of composition C28H26AuI2N5O5P in a non-equilibrium geometry.

Computed properties:
* orbital gap (spin up / spin down): 0.136 / 0.136 Ha

ORCA input file:
```
! RIJCOSX wB97M-V def2-TZVPD def2/J DEFGRID3
* xyz 1 1
Au 0.57090 0.77640 0.16760
O 0.09950 -0.69940 2.96450
C -0.64870 -1.10220 2.12510
O -0.87010 -0.66730 0.93840
C -1.56410 -2.35350 2.34350
P -1.99850 -2.78120 0.62680
C -3.16800 -1.62830 -0.14140
C -3.68920 -0.57010 0.60360
C -4.50950 0.36140 -0.00220
C -4.82880 0.24580 -1.34670
C -4.36860 -0.84150 -2.07110
C -3.56710 -1.79290 -1.46600
C -0.48730 -3.15660 -0.29530
C 0.71580 -3.28580 0.40180
C 1.87400 -3.60530 -0.27800
C 1.85320 -3.83390 -1.64390
C 0.65550 -3.73970 -2.33270
C -0.50950 -3.41730 -1.66560
H -2.43870 -2.09470 2.94120
H -1.04980 -3.17760 2.83960
H -3.44230 -0.45920 1.64740
H -4.90120 1.18280 0.57940
H -5.45870 0.97920 -1.82400
H -4.64160 -0.96140 -3.10900
H -3.26050 -2.65800 -2.03220
H 0.77250 -3.11620 1.46420
H 2.79850 -3.69150 0.26830
H 2.75710 -4.11350 -2.16260
H 0.62220 -3.94080 -3.39210
H -1.42990 -3.38440 -2.22180
I 9.30290 -0.74560 0.56850
C 7.22870 -0.43930 0.32330
C 6.78140 0.51790 -0.57590
C 5.42480 0.73410 -0.70580
C 4.52060 -0.01610 0.04280
C 4.98490 -0.97080 0.94690
C 6.34180 -1.18700 1.08540
C 3.08130 0.24440 -0.07030
O 2.64120 1.24400 -0.70710
O 2.24260 -0.53000 0.47080
H 7.48450 1.09530 -1.15550
H 5.04730 1.48800 -1.37840
H 4.27560 -1.51630 1.55110
H 6.70930 -1.92040 1.78810
I -1.07840 -1.48330 -5.95690
C -0.23000 -0.44250 -4.35790
C 1.02730 0.12830 -4.29720
N 1.13310 0.67730 -3.07900
N 0.03070 0.49920 -2.35750
C -0.81490 -0.18110 -3.11480
H 1.79350 0.20080 -5.04110
H 1.92280 1.12630 -2.62740
H -1.79500 -0.42390 -2.75750
C -3.32520 4.91350 -0.42130
N -2.36930 3.95910 0.08320
C -1.92600 3.94050 1.45820
C -0.87730 2.83410 1.42980
O -0.18160 2.41660 2.31200
N -0.82820 2.35990 0.14430
C -1.69070 3.03730 -0.61180
N -1.86680 2.79280 -1.90470
H -3.91220 5.29060 0.41350
H -3.99870 4.43930 -1.13510
H -2.82270 5.76070 -0.89430
H -2.74130 3.70190 2.14720
H -1.47230 4.88390 1.77620
H -1.27640 2.08290 -2.31800
H -2.46440 3.36370 -2.47620
*
```